Here is a molecular structure, C17H23ClNbO8 from the Open Molecules 2025 dataset. Energies are from ωB97M-V with the def2-TZVPD basis set.

Calculated values
LUMO energy, eV: 0.13
HOMO, eV: -4.6
F_max, eV/Å: 2.3
Gap between HOMO and LUMO, eV: 4.69

Structure (ORCA input):
```
! RIJCOSX wB97M-V def2-TZVPD def2/J DEFGRID3
* xyz -1 1
C -5.35358 -0.73015 1.10709
C -4.30898 -0.30905 0.00293
Nb -4.68272 -1.18440 -2.06110
C -2.84535 -2.56991 -1.86879
C -1.47882 -1.81315 -2.00551
C -0.56196 -1.97724 -0.73938
Cl 0.02051 -0.33771 -0.11185
H -5.90966 0.14151 1.50197
H -6.08119 -1.49163 0.78942
H -4.80011 -1.14005 1.97722
H -4.37007 0.79322 -0.09635
H -3.30844 -0.64262 0.33795
H -3.67393 0.19252 -2.76392
H -4.99629 -1.76857 -3.77733
H -5.67224 -2.59253 -1.47271
H -6.22218 -0.18846 -2.20641
H -2.91891 -3.13233 -0.91852
H -2.90868 -3.30134 -2.70041
H -1.56535 -0.75179 -2.27455
H -0.91842 -2.30711 -2.82505
H -1.09686 -2.49046 0.06957
H 0.34638 -2.50759 -1.02296
C 5.15829 -0.91330 -1.30828
C 3.98795 -1.29519 -0.78150
C 3.76481 -2.70704 -0.33644
O 2.70693 -3.01784 0.16477
C 4.85269 -3.66895 -0.52347
C 6.01188 -3.28073 -1.05564
C 6.24836 -1.86930 -1.47219
O 7.33332 -1.56417 -1.93438
O 7.03010 -4.13921 -1.24247
O 2.98344 -0.41648 -0.63164
H 5.33862 0.10236 -1.63052
H 4.67287 -4.68881 -0.21315
H 7.74301 -3.60798 -1.63555
H 2.18729 -0.87896 -0.25464
C -0.97318 4.20140 3.17963
C -0.24453 5.28460 3.45308
C 1.00789 5.59701 2.70538
O 1.62597 6.60935 2.98292
C 1.44028 4.66310 1.66919
C 0.71451 3.57436 1.39397
C -0.55379 3.27552 2.12486
O -1.18908 2.28719 1.83150
O 1.09006 2.70194 0.45092
O -0.59933 6.15510 4.41687
H -1.88329 3.96701 3.71389
H 2.35817 4.89156 1.14631
H 0.40482 2.00523 0.43784
H 0.08882 6.84108 4.40744
*
```

Here is 8 unconnected molecules or ions with the total composition C18H52N6O8 from the Open Molecules 2025 dataset. Energies are from ωB97M-V with the def2-TZVPD basis set.

Calculated values
SMILES: NC(N)=O.NC(N)=O.NC(N)=O.CC(C)O.CC(C)O.CC(C)O.CC(C)O.CC(C)O
LUMO energy, eV: -0.47
HOMO, eV: -9.2
F_max, eV/Å: 10.5
Gap between HOMO and LUMO, eV: 8.71

Structure (ORCA input):
```
! RIJCOSX wB97M-V def2-TZVPD def2/J DEFGRID3
* xyz 0 1
C -0.50855 -0.00250 -0.68062
O -0.63263 0.33900 -1.99387
N 0.61823 0.14611 -0.08188
N -1.50598 -0.25955 0.09540
H 1.29835 0.16556 -0.79672
H 0.88901 -0.01152 0.87174
H -2.41307 -0.38955 -0.37392
H -1.61503 -0.02993 1.04879
C 0.61864 -1.60440 2.62068
O 1.15234 -0.32172 2.65097
N -0.18540 -1.91923 1.70290
N 0.77020 -2.38551 3.57185
H -0.57043 -1.27316 0.97501
H -0.54493 -2.88824 1.58254
H 1.35416 -1.96777 4.40111
H 0.24133 -3.25255 3.74558
C -3.53024 0.81171 2.75383
O -3.62155 2.18484 2.86319
N -4.58371 0.08397 2.58910
N -2.35064 0.22041 2.64618
H -5.45885 0.61027 2.80269
H -4.64935 -0.91836 2.80747
H -1.54526 0.79654 3.02323
H -2.29275 -0.74455 2.56392
C 0.38238 -2.50323 -2.87968
C -0.06123 -3.20656 -1.62972
C -0.59587 -4.57865 -1.94062
O 0.83464 -3.21652 -0.75654
H -0.33393 -2.33681 -3.68642
H 1.17726 -3.20391 -3.28995
H 0.75424 -1.58381 -2.59226
H -0.93121 -2.66670 -1.22621
H 0.18175 -5.21718 -2.33241
H -1.36316 -4.45652 -2.64557
H -1.00010 -4.92689 -0.99121
H 0.84031 -2.52116 -0.14954
C -1.11617 3.59159 0.39485
C 0.35715 3.85800 0.70834
C 0.46729 4.99345 1.71031
O 0.97870 2.89833 1.25728
H -1.59048 4.45921 0.05209
H -1.59798 3.23396 1.29909
H -1.27058 2.83268 -0.35256
H 0.88642 4.11307 -0.24392
H 1.51714 5.14103 1.92307
H -0.03211 4.75890 2.62344
H 0.03447 5.93116 1.31717
H 0.87550 2.08054 0.69062
C -3.82806 1.66687 -0.91837
C -4.48496 0.25489 -0.92868
C -4.20214 -0.40962 -2.29641
O -4.20482 -0.54481 -0.01941
H -4.40657 2.34490 -1.49125
H -2.79749 1.71579 -1.31664
H -3.79039 2.20408 0.06896
H -5.57579 0.45815 -0.86481
H -3.17197 -0.54408 -2.56059
H -4.63362 0.08513 -3.10008
H -4.57567 -1.40225 -2.34153
H -4.63386 -0.18834 0.75226
C 3.48154 -2.04588 0.90483
C 4.30716 -1.14062 1.78839
C 4.35547 0.24196 1.13247
O 3.90476 -0.95886 2.96091
H 2.62431 -1.56603 0.37730
H 3.08634 -2.93544 1.37807
H 4.18565 -2.44137 0.18457
H 5.30950 -1.57334 1.87858
H 4.61052 0.24513 0.06850
H 5.07502 0.93100 1.61796
H 3.38202 0.70976 1.26258
H 3.03163 -0.56354 2.91014
C 2.46914 0.62673 -3.74381
C 2.99229 0.61153 -2.35841
C 2.44269 1.82630 -1.57068
O 2.83655 -0.43315 -1.67410
H 2.91638 1.42974 -4.27755
H 1.43237 0.51233 -3.83247
H 2.84131 -0.29569 -4.26888
H 4.08062 0.69667 -2.35784
H 2.75554 1.90790 -0.57495
H 1.39588 1.91288 -1.64066
H 2.77719 2.74051 -2.10251
H 3.68313 -0.94305 -1.69469
*
```

Number 1 is which compound?
C17H23ClNbO8

Which formula does entry 2 have?
C18H52N6O8

Which of these has the highest HOMO?
C17H23ClNbO8

Repeat the first record exactly.
Here is a molecular structure, C17H23ClNbO8 from the Open Molecules 2025 dataset. Energies are from ωB97M-V with the def2-TZVPD basis set.

Calculated values
LUMO energy, eV: 0.13
HOMO, eV: -4.6
F_max, eV/Å: 2.3
Gap between HOMO and LUMO, eV: 4.69

Structure (ORCA input):
```
! RIJCOSX wB97M-V def2-TZVPD def2/J DEFGRID3
* xyz -1 1
C -5.35358 -0.73015 1.10709
C -4.30898 -0.30905 0.00293
Nb -4.68272 -1.18440 -2.06110
C -2.84535 -2.56991 -1.86879
C -1.47882 -1.81315 -2.00551
C -0.56196 -1.97724 -0.73938
Cl 0.02051 -0.33771 -0.11185
H -5.90966 0.14151 1.50197
H -6.08119 -1.49163 0.78942
H -4.80011 -1.14005 1.97722
H -4.37007 0.79322 -0.09635
H -3.30844 -0.64262 0.33795
H -3.67393 0.19252 -2.76392
H -4.99629 -1.76857 -3.77733
H -5.67224 -2.59253 -1.47271
H -6.22218 -0.18846 -2.20641
H -2.91891 -3.13233 -0.91852
H -2.90868 -3.30134 -2.70041
H -1.56535 -0.75179 -2.27455
H -0.91842 -2.30711 -2.82505
H -1.09686 -2.49046 0.06957
H 0.34638 -2.50759 -1.02296
C 5.15829 -0.91330 -1.30828
C 3.98795 -1.29519 -0.78150
C 3.76481 -2.70704 -0.33644
O 2.70693 -3.01784 0.16477
C 4.85269 -3.66895 -0.52347
C 6.01188 -3.28073 -1.05564
C 6.24836 -1.86930 -1.47219
O 7.33332 -1.56417 -1.93438
O 7.03010 -4.13921 -1.24247
O 2.98344 -0.41648 -0.63164
H 5.33862 0.10236 -1.63052
H 4.67287 -4.68881 -0.21315
H 7.74301 -3.60798 -1.63555
H 2.18729 -0.87896 -0.25464
C -0.97318 4.20140 3.17963
C -0.24453 5.28460 3.45308
C 1.00789 5.59701 2.70538
O 1.62597 6.60935 2.98292
C 1.44028 4.66310 1.66919
C 0.71451 3.57436 1.39397
C -0.55379 3.27552 2.12486
O -1.18908 2.28719 1.83150
O 1.09006 2.70194 0.45092
O -0.59933 6.15510 4.41687
H -1.88329 3.96701 3.71389
H 2.35817 4.89156 1.14631
H 0.40482 2.00523 0.43784
H 0.08882 6.84108 4.40744
*
```